No. 1
The following is a quantum chemistry calculation of C4H6O2 as an isolated structure in a non-equilibrium geometry, from OMol25.

Positions of all 12 atoms, in Å:
O -0.847 -0.452 -2.333
C -0.964 -0.951 -1.241
C -0.032 -0.642 -0.121
C 0.652 0.698 -0.136
C 0.223 0.638 1.358
O -0.763 -0.374 1.095
H -1.779 -1.649 -0.972
H 0.716 -1.423 0.046
H 0.102 1.441 -0.746
H 1.717 0.813 -0.311
H -0.024 1.672 1.340
H 0.999 0.229 2.019

* energy above the lowest of the compared OMol25 structures with the same formula, charge and spin: 2.800 eV
* total energy: -306.40338 hartree
* LUMO: 0.91 eV
* molecular weight: 86.1 g/mol
* max |F|: 2.86 eV/Å
* HOMO-LUMO gap: 10.9 eV

No. 2
The following is a quantum chemistry calculation of O2PbV as an isolated structure in a non-equilibrium geometry, from OMol25.

Positions of all 4 atoms, in Å:
Pb 1.868 -10.891 -6.291
O 1.778 -9.782 -4.897
V 1.321 -8.202 -4.432
O 2.509 -7.349 -5.107

* energy above the lowest of the compared OMol25 structures with the same formula, charge and spin: 4.402 eV
* net charge: +3
* total energy: -1285.76515 hartree
* LUMO: -20.26 eV
* molecular weight: 290.1 g/mol
* max |F|: 14.71 eV/Å
* HOMO-LUMO gap: 7.9 eV

No. 3
The following is a quantum chemistry calculation of an isolated molecule of C6H11N3, from OMol25.

Positions of all 20 atoms, in Å:
C 2.068 -0.993 -0.030
C 0.802 -0.197 0.168
C 0.722 0.747 1.309
C 0.750 1.270 -0.107
C -0.485 1.888 -0.706
N -1.665 1.033 -0.707
C -1.533 -0.215 -0.514
N -0.393 -0.941 -0.217
N -0.585 -2.115 0.561
H 2.971 -0.418 0.264
H 2.183 -1.240 -1.074
H 1.999 -1.905 0.547
H -0.236 0.831 1.830
H 1.588 0.804 1.967
H 1.672 1.709 -0.439
H -0.294 2.198 -1.758
H -0.738 2.830 -0.185
H -2.436 -0.824 -0.565
H -1.306 -1.949 1.284
H -0.855 -2.871 -0.055

* energy above the lowest of the compared OMol25 structures with the same formula, charge and spin: 1.916 eV
* total energy: -399.42480 hartree
* LUMO: 1.00 eV
* SMILES: C[C@@]12C[C@@H]1CN=CN2N
* molecular weight: 125.2 g/mol
* max |F|: 1.00 eV/Å
* HOMO-LUMO gap: 9.7 eV

No. 4
The following is a quantum chemistry calculation of an isolated ion of composition C25H29N2O3 and charge +1, from OMol25.

Positions of all 59 atoms, in Å:
C -2.784 5.032 -2.681
C -1.580 5.334 -1.795
O -1.900 5.301 -0.415
C -2.093 4.132 0.219
C -1.842 2.870 -0.294
C -2.067 1.727 0.475
C -1.760 0.360 -0.069
N -0.536 -0.182 0.602
C -0.344 -1.637 0.402
C 0.865 -2.115 1.216
N 2.028 -1.358 0.849
C 3.170 -1.854 0.254
O 4.057 -1.109 -0.082
C 3.202 -3.338 0.103
C 3.890 -4.096 1.018
C 3.941 -5.491 0.888
C 3.304 -6.112 -0.150
C 2.605 -5.364 -1.120
C 1.955 -5.978 -2.212
C 1.303 -5.230 -3.151
C 1.281 -3.830 -3.050
C 1.895 -3.204 -2.001
C 2.561 -3.950 -1.005
C 1.875 0.066 1.021
C 0.685 0.558 0.200
C -2.537 1.853 1.771
C -2.786 3.108 2.307
C -2.572 4.253 1.555
O -2.780 5.511 1.972
C -3.279 5.734 3.272
H -3.583 5.734 -2.462
H -3.157 4.024 -2.513
H -2.503 5.135 -3.725
H -0.743 4.660 -2.017
H -1.246 6.361 -1.963
H -1.485 2.756 -1.305
H -1.581 0.386 -1.145
H -2.584 -0.327 0.136
H -0.667 -0.014 1.609
H -1.245 -2.168 0.715
H -0.174 -1.823 -0.661
H 1.038 -3.175 1.025
H 0.662 -1.986 2.289
H 4.395 -3.615 1.842
H 4.488 -6.066 1.619
H 3.336 -7.187 -0.249
H 1.993 -7.054 -2.296
H 0.814 -5.707 -3.986
H 0.786 -3.252 -3.816
H 1.918 -2.123 -1.944
H 2.798 0.537 0.672
H 1.733 0.308 2.081
H 0.516 1.625 0.357
H 0.860 0.374 -0.862
H -2.740 0.978 2.371
H -3.162 3.181 3.314
H -4.262 5.273 3.408
H -3.372 6.813 3.368
H -2.589 5.361 4.035

* energy above the lowest of the compared OMol25 structures with the same formula, charge and spin: 0.000 eV
* net charge: +1
* total energy: -1305.06267 hartree
* LUMO: -2.36 eV
* SMILES: CCOc1cc(C[NH+]2CCN(C(=O)c3cccc4ccccc34)CC2)ccc1OC
* molecular weight: 405.5 g/mol
* max |F|: 0.93 eV/Å
* HOMO-LUMO gap: 8.5 eV